Entry 1:
Here is a 2-piece molecular cluster, C6H11N3O overall at a distorted geometry from the OMol25 dataset. Energies are from ωB97M-V/def2-TZVPD.

Last columns: bonded neighbours and bond lengths (Å).
Geometry (Å):
1 C 1.86 1.12 0.45  C2 1.554, H5 1.081, H6 1.087, H9 1.082
2 C 0.91 2.02 1.29  C1 1.554, O3 1.217, N4 1.367
3 O -0.30 1.87 1.23  C2 1.217
4 N 1.49 2.71 2.31  C2 1.367, H7 1.005, H8 1.008
5 H 2.65 0.88 1.15  C1 1.081
6 H 2.23 1.53 -0.49  C1 1.087
7 H 0.86 3.20 2.92  N4 1.005
8 H 2.43 3.04 2.12  N4 1.008
9 H 1.23 0.29 0.15  C1 1.082
10 C 0.19 -2.79 -2.33  C12 1.488, H19 1.111, H20 1.089, H21 1.095
11 C -1.56 -1.20 0.33  N14 1.302, N15 1.380, H16 1.084
12 C -0.42 -1.78 -1.43  C10 1.488, C13 1.355, N14 1.407
13 C -0.67 -0.45 -1.54  C12 1.355, N15 1.365, H18 1.073
14 N -0.97 -2.23 -0.21  C11 1.302, C12 1.407
15 N -1.35 -0.07 -0.42  C11 1.380, C13 1.365, H17 1.008
16 H -1.79 -1.18 1.39  C11 1.084
17 H -1.60 0.85 -0.08  N15 1.008
18 H -0.51 0.20 -2.38  C13 1.073
19 H -0.63 -3.41 -2.74  C10 1.111
20 H 0.77 -3.53 -1.78  C10 1.089
21 H 0.66 -2.48 -3.27  C10 1.095

E_LUMO	0.026	Ha
SMILES	Cc1c[nH]cn1.CC(N)=O
strongest force on any atom	1.89	eV/A
energy above the lowest of the compared OMol25 structures with the same formula, charge and spin	0.5840	eV


Entry 2:
Here is one molecule with the formula C6H11N3O3 at a distorted geometry from the OMol25 dataset. Energies are from ωB97M-V/def2-TZVPD.

Last columns: bonded neighbours and bond lengths (Å).
Geometry (Å):
1 C 4.22 -0.29 0.56  C2 1.732, H7 1.312, H8 1.327, H9 1.184
2 C 2.77 -0.48 -0.37  C1 1.732, N18 1.346, O21 1.233
3 C 0.36 0.07 -0.20  N18 1.509, N19 1.260, N20 1.366
4 C -1.81 0.93 -0.80  C5 1.590, H13 1.113, H14 1.009, N20 1.576
5 C -2.80 0.73 0.43  C4 1.590, C6 1.598, H15 1.294, H16 1.219
6 C -3.53 -0.66 0.15  C5 1.598, O22 1.424, O23 1.298
7 H 3.56 0.12 1.62  C1 1.312
8 H 4.79 -1.43 0.94  C1 1.327
9 H 4.90 0.44 -0.07  C1 1.184
10 H 1.89 1.44 0.24  N18 1.119
11 H 0.70 -1.74 -0.18  N19 1.018
12 H 0.12 2.29 -0.02  N20 1.192
13 H -1.67 0.08 -1.52  C4 1.113
14 H -2.19 1.77 -1.21  C4 1.009
15 H -3.77 1.57 0.59  C5 1.294
16 H -2.28 0.36 1.46  C5 1.219
17 H -1.64 -1.49 -0.18  O22 1.045
18 N 1.81 0.47 -0.31  C2 1.346, C3 1.509, H10 1.119
19 N -0.09 -1.10 -0.13  C3 1.260, H11 1.018
20 N -0.36 1.23 -0.26  C3 1.366, C4 1.576, H12 1.192
21 O 2.46 -1.65 -0.60  C2 1.233
22 O -2.65 -1.75 -0.09  C6 1.424, H17 1.045
23 O -4.80 -0.90 -0.02  C6 1.298

E_LUMO	-0.009	Ha
SMILES	[H]/N=C(/NCCC(=O)O)NC(C)=O
strongest force on any atom	6.53	eV/A
energy above the lowest of the compared OMol25 structures with the same formula, charge and spin	5.7213	eV


Entry 3:
Here is a 2-piece molecular cluster, C6H11N3O3S overall at a distorted geometry from the OMol25 dataset. Energies are from ωB97M-V/def2-TZVPD.

Last columns: bonded neighbours and bond lengths (Å).
Geometry (Å):
1 C 1.18 3.57 0.14  N7 1.301, N8 1.408, H14 1.002
2 C 2.54 2.00 -0.50  N7 1.405, N9 1.331, H15 1.030
3 C -2.17 -0.63 -1.66  C5 1.551, H16 1.120, H17 1.094, H18 1.053
4 C 2.11 -1.44 1.21  S13 1.837, H19 1.065, H20 1.087, H21 1.064
5 C -2.16 0.13 -0.31  C3 1.551, O12 1.186, H22 1.152
6 C 0.85 0.19 -0.56  N9 1.356, S13 1.753, H23 1.064
7 N 2.44 3.32 -0.04  C1 1.301, C2 1.405
8 N 0.46 2.38 -0.05  C1 1.408, N9 1.335, H24 1.006
9 N 1.32 1.46 -0.52  C2 1.331, C6 1.356, N8 1.335
10 O 1.35 -2.22 -1.21  S13 1.454
11 O 3.39 -0.74 -1.09  S13 1.488
12 O -2.25 1.30 -0.19  C5 1.186
13 S 2.03 -1.10 -0.59  C4 1.837, C6 1.753, O10 1.454, O11 1.488
14 H 0.81 4.44 0.49  C1 1.002
15 H 3.39 1.68 -0.97  C2 1.030
16 H -3.28 -0.82 -1.69  C3 1.120
17 H -1.63 -1.56 -1.43  C3 1.094
18 H -1.68 0.02 -2.33  C3 1.053
19 H 1.07 -1.27 1.38  C4 1.065
20 H 2.53 -2.44 1.14  C4 1.087
21 H 2.78 -0.63 1.38  C4 1.064
22 H -2.01 -0.46 0.68  C5 1.152
23 H -0.04 0.01 -1.12  C6 1.064
24 H -0.51 2.27 -0.28  N8 1.006

E_LUMO (alpha / beta)	0.009 / 0.009	Ha
strongest force on any atom	5.63	eV/A
energy above the lowest of the compared OMol25 structures with the same formula, charge and spin	2.4449	eV